DFT (ωB97M-V/def2-TZVPD) results for a 2-piece molecular cluster, CH4BBrO2 overall.

Calculated values
Lowest unoccupied orbital energy in eV: 0.112
E in a.u.: -2789.90269
E_HOMO in eV: -9.6
Relative energy (zero: lowest compared OMol25 entry of this formula, charge and spin) in kJ/mol: 98.74

Cartesian coordinates (Å):
B (0.208, -0.128, -0.337)
C (-0.280, 0.485, 1.033)
O (-0.465, 0.209, -1.451)
O (1.261, -0.972, -0.269)
Br (-1.520, 1.923, 0.933)
H (-1.018, -0.677, 1.687)
H (0.471, 0.708, 1.779)
H (-0.216, -0.152, -2.301)
H (1.560, -1.395, -1.074)